Formula: C2H8IN2
Source: OMol25
Level of theory: wB97M-V/def2-TZVPD

Geometry (Å):
C -0.17583 0.96059 1.29090
C 0.62683 0.53883 0.11394
N -0.54166 -1.87903 -0.47942
N 0.35640 1.06549 -1.05428
I 2.39791 -0.47041 0.47487
H 0.25850 1.95648 1.50154
H 0.03942 0.31264 2.13260
H -1.23377 1.10201 1.09695
H -0.65254 -2.42356 0.32451
H -1.43990 -1.55673 -0.94149
H 0.93736 0.98463 -1.90931
H -0.05735 -2.26831 -1.23636
H -0.51537 1.67736 -1.31445

Energy above the lowest of the compared OMol25 structures with the same formula, charge and spin, kcal/mol: 18.31
Orbital gap, eV: 9.32
2S+1: 1
Total charge: +1
Maximum force, eV/Å: 4.17

Formula: C6H8ClNO3S
Source: OMol25
Level of theory: wB97M-V/def2-TZVPD

Geometry (Å):
C 1.54423 2.78666 -1.67528
C 0.83474 2.66321 -0.51857
C 1.58772 1.84578 -2.69816
C 0.01599 1.55761 -0.20506
C 0.85766 0.75067 -2.68320
C -0.10017 0.52181 -1.02783
N -1.24174 -2.97864 3.05004
O -0.01897 -2.47020 0.73357
O -0.97855 -0.57939 1.86219
O -2.56767 -2.34775 1.05215
S -1.23375 -1.85151 1.24400
Cl -1.24328 -0.72123 -1.03925
H 2.41836 3.46078 -1.72237
H 0.74628 3.52167 0.17023
H 2.17005 2.15179 -3.52259
H -0.37041 1.61907 0.90967
H 1.04723 -0.09363 -3.37555
H -0.47981 -3.33222 2.47750
H -0.93927 -2.83496 4.02199
H -2.04863 -3.66951 2.94652

Energy above the lowest of the compared OMol25 structures with the same formula, charge and spin, kcal/mol: 0.00
Orbital gap (spin up / spin down), eV: 6.10 / 7.52
2S+1: 3
Total charge: 0
Maximum force, eV/Å: 5.87